The following is a quantum chemistry calculation of a structure of composition C26H44BrCdN3P2S, from the Open Molecules 2025 dataset.

Each line ends with the Löwdin charge.
Element x y z (Å)
N (-4.94225, -1.25147, 3.21044)  0.0671
C (-4.26761, -0.22945, 3.76021)  -0.1432
C (-3.99736, 0.94972, 3.06439)  -0.0199
C (-4.42108, 1.06152, 1.71641)  -0.2172
C (-5.11316, -0.02442, 1.14057)  -0.0071
C (-5.34348, -1.16009, 1.92400)  -0.1334
C (-4.00168, 2.18853, 0.93397)  -0.0303
Cd (0.65741, 0.46132, -1.14398)  1.0960
P (3.12511, 0.68232, -1.82377)  0.8559
C (-4.10411, 2.27754, -0.43010)  -0.0167
C (-2.91914, 2.67004, -1.19196)  -0.1881
C (-2.69233, 2.14611, -2.49140)  -0.0122
C (-1.42183, 2.14805, -3.05366)  -0.1390
C (-0.38232, 2.70248, -2.28901)  -0.6961
C (-0.59799, 3.41257, -1.09934)  -0.1382
C (-1.88222, 3.40969, -0.54790)  -0.0137
Br (1.26016, 3.13380, -3.26302)  0.8888
H (-3.52848, 2.98483, 1.50286)  0.1148
H (-4.96826, 1.88788, -0.99461)  0.1295
H (-3.46096, 1.76882, 3.56579)  0.1123
H (-5.43682, -0.01568, 0.09381)  0.1152
H (-3.97956, -0.35901, 4.81062)  0.1117
H (-5.89178, -2.01889, 1.51830)  0.1207
H (-3.57282, 1.72781, -2.99642)  0.1332
H (-2.10212, 3.97772, 0.36864)  0.1264
H (-1.21531, 1.71384, -4.03492)  0.1153
H (0.24405, 3.92532, -0.61509)  0.1128
P (-0.34768, -2.03592, -0.64080)  0.8034
C (3.48002, 2.36158, -1.16513)  -0.4666
C (4.48753, 3.25840, -1.90511)  -0.1439
H (3.75420, 2.21749, -0.10127)  0.0949
H (2.52106, 2.91772, -1.11754)  -0.0110
H (4.69633, 4.15992, -1.30810)  0.0890
H (5.45133, 2.75919, -2.07128)  0.0632
H (4.07233, 3.65770, -2.84561)  0.0506
C (2.66267, 0.31649, -3.58023)  -0.5021
C (3.74432, 0.65462, -4.60885)  -0.1361
H (1.75190, 0.91436, -3.82740)  -0.0416
H (2.35824, -0.75231, -3.64922)  0.0779
H (3.26884, 0.85942, -5.57824)  0.0855
H (4.31115, 1.54799, -4.32001)  0.0642
H (4.43123, -0.18700, -4.78851)  0.0868
C (4.48406, -0.52476, -1.54492)  -0.3737
C (5.88355, 0.07050, -1.72548)  -0.1329
H (4.31476, -1.38554, -2.21658)  0.0916
H (4.35205, -0.91906, -0.52666)  0.0734
H (6.67477, -0.67979, -1.65497)  0.0878
H (6.00866, 0.52983, -2.70848)  0.0661
H (6.11371, 0.80672, -0.94892)  0.0781
C (0.46957, -3.51113, 0.11720)  -0.4101
C (1.96267, -3.63673, -0.12141)  -0.1448
H (-0.07232, -4.37111, -0.31145)  0.1024
H (0.27224, -3.51050, 1.19569)  0.0620
H (2.31211, -4.61035, 0.23489)  0.0882
H (2.23695, -3.57218, -1.17760)  0.0637
H (2.53409, -2.88588, 0.43045)  0.0505
C (-0.34736, -2.65474, -2.38874)  -0.4442
C (-1.26506, -1.87244, -3.33564)  -0.1507
H (-0.66421, -3.71150, -2.29935)  0.0896
H (0.69875, -2.63275, -2.74422)  0.0649
H (-1.13554, -2.26901, -4.35311)  0.0871
H (-2.32160, -1.99274, -3.05159)  0.0739
H (-1.05202, -0.79151, -3.36960)  0.0289
C (-2.10842, -2.44300, -0.21185)  -0.3807
C (-2.31508, -2.77395, 1.25462)  -0.1542
H (-2.38514, -3.30568, -0.84351)  0.0987
H (-2.73364, -1.58364, -0.50622)  0.0739
H (-3.38006, -2.89969, 1.46537)  0.0639
H (-1.82046, -3.70866, 1.54581)  0.0767
H (-1.95226, -1.98414, 1.92636)  0.0406
N (-0.45341, -1.10764, 3.44251)  0.1190
C (0.10149, -0.05218, 2.79006)  -0.8750
N (0.00318, 1.13313, 3.37414)  0.1044
S (1.10661, -0.18001, 1.39752)  0.4511
H (-0.87152, -0.99395, 4.37388)  0.1389
H (-0.22425, -2.03956, 3.11570)  0.0971
H (0.43727, 1.92429, 2.90502)  0.1055
H (-0.54939, 1.26318, 4.22083)  0.1295

Values from the calculation:
charge: +2
energy relative to the best compared isomer or geometry (same formula, charge and spin): 0.000 eV
gap between HOMO and LUMO: 6.590 eV
total energy: -136151.02375 eV



The following is a quantum chemistry calculation of a structure of composition C26H44N7O4SSi2V, from the Open Molecules 2025 dataset.

Each line ends with the Löwdin charge.
Element x y z (Å)
V (-0.31206, -0.18907, -0.41860)  0.8514
N (-0.21559, 0.07079, 1.87518)  0.0470
N (1.07043, 0.01731, 2.42625)  0.0633
C (2.10442, 0.13768, 1.57588)  -0.3755
N (3.33063, 0.26402, 2.03948)  0.2546
N (1.71990, 0.09615, 0.29319)  0.0624
N (2.58941, 0.44378, -0.71569)  -0.4055
O (2.03586, 0.55724, -1.78840)  0.0719
O (3.76833, 0.63857, -0.49977)  0.1075
H (-0.68095, 0.94788, 2.09968)  0.1330
H (-0.77970, -0.69586, 2.22467)  0.0669
H (1.19318, 0.03463, 3.42761)  0.1779
H (3.51439, 0.33654, 3.02738)  0.1471
H (4.09024, 0.34220, 1.37689)  0.1175
C (-0.35980, 2.21440, -8.48553)  -0.0274
C (-0.69946, 1.53619, -7.19210)  -0.2350
C (-1.99429, 1.58828, -6.67711)  -0.0071
C (-2.31314, 0.97559, -5.47629)  -0.0482
C (-1.31192, 0.29734, -4.79512)  -0.3259
C (-0.01156, 0.21580, -5.28583)  -0.0362
C (0.28466, 0.84181, -6.47915)  -0.0057
S (-1.69433, -0.48118, -3.28952)  0.6733
O (-3.08104, -0.33158, -2.98310)  -0.2486
O (-1.07653, -1.77620, -3.21343)  -0.2882
N (-0.82864, 0.38194, -2.11136)  -0.1771
C (-0.68476, 1.76499, -1.94203)  -0.3408
C (-0.84521, 2.81236, -2.83087)  0.0527
C (-0.50173, 4.07785, -2.37794)  0.0011
C (-0.00120, 4.26679, -1.09630)  -0.0197
C (0.12164, 3.16317, -0.27480)  -0.0808
N (-0.24040, 1.95136, -0.68636)  0.0176
H (-1.24766, 2.37728, -9.09299)  0.0874
H (0.35412, 1.62630, -9.06047)  0.0911
H (0.09710, 3.18761, -8.29406)  0.0974
H (-2.76772, 2.10489, -7.23084)  0.1274
H (-3.31724, 1.00523, -5.07554)  0.1233
H (0.74572, -0.33926, -4.74597)  0.1145
H (1.28876, 0.78178, -6.87948)  0.1281
H (-1.20605, 2.65735, -3.83596)  0.1118
H (-0.61535, 4.92485, -3.04176)  0.1304
H (0.28384, 5.24654, -0.74317)  0.1221
H (0.49761, 3.25015, 0.73780)  0.1236
C (-2.57849, -3.63441, -0.65508)  -0.1328
Si (-1.35619, -3.26521, 0.69378)  0.5235
C (-0.51741, -4.79764, 1.36112)  -0.1747
C (-2.14573, -2.59970, 2.27007)  -0.1678
C (-0.09382, -2.03175, -0.23636)  -0.3392
Si (1.43802, -3.08619, -0.86798)  0.5034
C (2.47134, -3.44026, 0.65095)  -0.1461
C (2.52344, -2.27817, -2.15307)  -0.1530
C (0.63243, -4.49746, -1.79368)  -0.1539
H (-3.37032, -4.27598, -0.26036)  0.0601
H (-2.09918, -4.16660, -1.47895)  0.0400
H (-3.03421, -2.72976, -1.05747)  0.0281
H (-1.32709, -5.43856, 1.72544)  0.0595
H (0.10407, -4.55998, 2.22748)  0.0441
H (0.06736, -5.39516, 0.66636)  0.0209
H (-2.81455, -3.40787, 2.58411)  0.0605
H (-2.76515, -1.71051, 2.17493)  0.0073
H (-1.43496, -2.50233, 3.09900)  0.0434
H (-0.67911, -1.82084, -1.21242)  0.0195
H (2.41130, -2.61484, 1.36642)  0.0185
H (3.51863, -3.54409, 0.36050)  0.0509
H (2.18178, -4.35256, 1.17195)  0.0308
H (3.26489, -1.56792, -1.78851)  0.0242
H (1.97424, -1.83923, -2.98534)  0.0334
H (3.09382, -3.12404, -2.55322)  0.0603
H (-0.00826, -5.17218, -1.23063)  0.0177
H (1.42845, -5.09844, -2.24143)  0.0589
H (0.05256, -4.07232, -2.61612)  0.0423
C (-5.47573, -0.97869, 0.22910)  -0.0235
C (-4.77079, 0.34631, 0.56209)  -0.6042
C (-5.02117, 0.72862, 2.02685)  -0.0324
C (-5.27296, 1.45432, -0.37886)  -0.0255
C (-3.33407, 0.17131, 0.33124)  -0.0220
C (-2.14461, 0.01184, 0.12784)  -0.0720
H (-6.54786, -0.85589, 0.38496)  0.1006
H (-5.12718, -1.78551, 0.87569)  0.0835
H (-5.30855, -1.25839, -0.81107)  0.0907
H (-6.09110, 0.86677, 2.18375)  0.0986
H (-4.51837, 1.66183, 2.28328)  0.0895
H (-4.68052, -0.05536, 2.70541)  0.0821
H (-6.34614, 1.58501, -0.23698)  0.0990
H (-5.08656, 1.18676, -1.41879)  0.0844
H (-4.78076, 2.40378, -0.16492)  0.0912

Values from the calculation:
charge: +2
energy relative to the best compared isomer or geometry (same formula, charge and spin): 0.648 eV
gap between HOMO and LUMO: 6.702 eV
total energy: -98556.87389 eV



The following is a quantum chemistry calculation of a structure of composition C26H45AlN5O, from the Open Molecules 2025 dataset.

Each line ends with the Löwdin charge.
Element x y z (Å)
C (3.17465, -2.96188, -2.11973)  -0.0749
C (3.20292, -1.59817, -2.46683)  -0.1389
Al (3.09818, 0.43936, -2.93281)  0.1276
C (3.83134, 1.58516, -1.37935)  -0.2318
C (1.07357, 0.87444, -3.22965)  -0.2758
C (0.60101, 0.71096, -4.79055)  -0.2813
C (-1.05436, 0.55219, -4.97018)  -0.2370
C (-1.66842, -0.72049, -4.13946)  -0.2418
C (-2.58672, -0.32903, -2.84005)  -0.2743
C (-2.19378, 1.08298, -2.10644)  -0.2002
N (4.11357, 0.77129, -4.54165)  0.0319
C (4.74590, -0.43117, -4.79571)  -0.2539
O (5.45982, -1.57972, -4.87950)  -0.1033
H (3.06200, -4.07954, -1.74710)  0.0012
H (3.65552, 1.06818, -0.34418)  -0.0195
H (4.99577, 1.75747, -1.50677)  0.0055
H (3.30734, 2.63205, -1.39476)  0.0009
H (0.50322, 0.06428, -2.57273)  0.0529
H (0.87123, 1.98150, -2.87210)  0.0518
H (1.03728, -0.33381, -5.16799)  0.1041
H (1.02893, 1.62738, -5.40312)  0.1025
H (-1.19748, 0.29122, -6.12657)  0.0928
H (-1.62560, 1.56913, -4.80919)  0.0918
H (-2.36673, -1.32085, -4.89862)  0.0978
H (-0.78038, -1.47744, -3.88830)  0.1125
H (-2.40069, -1.18766, -2.03174)  0.0645
H (-3.73538, -0.38860, -3.09628)  0.0983
H (-1.14245, 1.06184, -1.54602)  0.0593
H (-2.99290, 1.23633, -1.23274)  0.0699
H (-2.27510, 2.03570, -2.78128)  0.0373
C (0.12018, -5.00460, -0.44914)  -0.1107
C (-0.91780, -6.06356, -0.80689)  -0.2830
C (-1.50466, -5.87247, -2.20688)  -0.1957
C (-2.19619, -4.52173, -2.29376)  -0.1273
N (-2.76993, -3.40115, -2.36571)  0.1382
H (-0.31623, -4.00093, -0.43053)  0.0762
H (0.53218, -5.19747, 0.54651)  0.0728
H (0.94786, -5.00783, -1.16759)  0.0548
H (-1.72108, -6.03936, -0.06033)  0.1082
H (-0.45141, -7.05312, -0.74620)  0.1042
H (-2.23175, -6.66297, -2.42043)  0.1064
H (-0.71568, -5.92300, -2.96504)  0.1167
C (-4.90504, 4.66913, -1.17820)  -0.1139
C (-3.96381, 5.86861, -1.13203)  -0.2824
C (-2.75015, 5.70828, -2.04974)  -0.1916
C (-1.94389, 4.49117, -1.62685)  -0.1296
N (-1.27503, 3.48147, -1.27589)  0.1379
H (-4.41343, 3.75591, -0.82819)  0.0669
H (-5.77055, 4.84013, -0.53020)  0.0697
H (-5.27023, 4.49580, -2.19693)  0.0778
H (-3.63084, 6.01860, -0.09771)  0.1109
H (-4.51828, 6.76692, -1.42536)  0.1040
H (-2.11491, 6.59834, -1.99128)  0.1092
H (-3.06835, 5.58603, -3.09074)  0.1143
C (0.80576, 1.09166, 2.10164)  -0.1047
C (1.73288, 0.97671, 3.30747)  -0.2809
C (2.92543, 0.05204, 3.05513)  -0.1926
C (2.43026, -1.34936, 2.73708)  -0.1627
N (2.01937, -2.51196, 2.47331)  0.0949
H (0.35706, 0.12722, 1.84341)  0.0718
H (-0.01463, 1.78343, 2.31768)  0.0732
H (1.34653, 1.46651, 1.22512)  0.0748
H (1.15498, 0.61267, 4.16580)  0.0756
H (2.10248, 1.97469, 3.56799)  0.1082
H (3.56576, 0.01426, 3.94265)  0.1046
H (3.52751, 0.42043, 2.21749)  0.1062
C (2.22554, -0.20834, 8.39772)  -0.1170
C (0.92426, -0.89621, 8.79812)  -0.2818
C (0.04652, -1.25429, 7.59719)  -0.1930
C (-0.33033, 0.00958, 6.84163)  -0.1595
N (-0.64299, 1.05817, 6.21493)  0.1137
H (2.04014, 0.74722, 7.89704)  0.0697
H (2.83225, 0.00248, 9.28413)  0.0711
H (2.81361, -0.84242, 7.72443)  0.0778
H (0.37110, -0.23920, 9.48043)  0.1104
H (1.16177, -1.81046, 9.35326)  0.1072
H (-0.86592, -1.75653, 7.93536)  0.1114
H (0.57744, -1.93353, 6.92145)  0.1178

Values from the calculation:
charge: -1
gap between HOMO and LUMO: 6.769 eV
total energy: -43778.52785 eV



| no. | E_HOMO (eV) |
| --- | --- |
| 1 | -13.1 |
| 2 | -14.2 |
| 3 | -4.7 |